Entry 1:
Formula: C44H37AlF3N8O14S
Source: the OMol25 dataset
Level of theory: the ωB97M-V functional and the def2-TZVPD basis

Each line ends with the Löwdin charge.
Geometry (Å):
F 1.88 -1.49 3.18  0.02
C 0.65 -1.83 2.71  -0.65
F 0.84 -2.12 1.38  -0.01
F 0.30 -3.01 3.26  0.04
Al -0.82 -0.42 3.05  0.33
N -2.20 -0.85 1.72  0.01
C -3.01 -1.60 2.16  -0.93
S -3.98 -2.69 2.86  0.58
H -1.51 -0.73 4.47  -0.08
H -0.31 1.08 2.91  -0.10
C -0.70 -2.37 -3.73  -0.06
C -0.66 -1.09 -4.26  -0.07
C -0.58 0.00 -3.40  0.00
C -0.54 -0.21 -2.04  -0.14
C -0.58 -1.48 -1.50  0.01
C -0.66 -2.57 -2.35  -0.06
N -0.42 0.94 -1.13  -0.34
O -0.40 2.06 -1.63  0.05
O -0.34 0.72 0.05  0.04
H -0.76 -3.23 -4.39  0.11
H -0.69 -0.93 -5.33  0.07
H -0.55 1.00 -3.81  0.11
H -0.55 -1.63 -0.43  0.09
H -0.70 -3.57 -1.94  0.11
C -0.16 4.45 -8.42  -0.07
C 1.09 4.18 -7.89  -0.07
C 1.37 2.92 -7.38  0.00
C 0.39 1.94 -7.42  -0.14
C -0.86 2.20 -7.94  0.00
C -1.14 3.46 -8.44  -0.07
N 0.69 0.60 -6.90  -0.33
O 1.80 0.41 -6.44  0.10
O -0.18 -0.24 -6.98  0.04
H -0.38 5.43 -8.82  0.11
H 1.85 4.94 -7.87  0.11
H 2.35 2.71 -6.97  0.12
H -1.63 1.43 -7.96  0.12
H -2.12 3.68 -8.85  0.11
C 3.87 -4.36 1.23  -0.06
C 3.27 -3.63 0.22  -0.06
C 3.05 -4.21 -1.02  0.00
C 3.43 -5.52 -1.23  -0.15
C 4.04 -6.27 -0.23  -0.01
C 4.26 -5.68 1.01  -0.07
N 3.18 -6.15 -2.53  -0.36
O 2.67 -5.47 -3.40  0.07
O 3.50 -7.31 -2.67  0.06
H 4.03 -3.91 2.20  0.11
H 2.97 -2.61 0.40  0.10
H 2.58 -3.64 -1.81  0.12
H 4.34 -7.29 -0.40  0.11
H 4.73 -6.25 1.80  0.10
C -5.35 -8.97 2.63  -0.08
C -5.10 -7.64 2.32  -0.06
C -5.03 -6.69 3.33  0.01
C -5.23 -7.09 4.64  -0.14
C -5.49 -8.41 4.96  -0.01
C -5.55 -9.35 3.95  -0.08
N -5.14 -6.09 5.71  -0.35
O -4.93 -4.95 5.37  0.08
O -5.28 -6.46 6.86  0.06
H -5.39 -9.71 1.84  0.10
H -4.94 -7.35 1.29  0.11
H -4.83 -5.66 3.08  0.09
H -5.64 -8.71 5.99  0.11
H -5.76 -10.39 4.19  0.10
C 2.51 2.72 -0.44  -0.04
C 3.18 2.87 0.77  -0.04
C 4.25 3.74 0.86  0.00
C 4.63 4.46 -0.26  -0.16
C 3.97 4.31 -1.47  -0.01
C 2.90 3.44 -1.56  -0.05
N 5.75 5.40 -0.17  -0.34
O 6.33 5.50 0.90  0.05
O 6.04 6.04 -1.16  0.07
H 1.67 2.04 -0.50  0.07
H 2.87 2.30 1.64  0.12
H 4.77 3.85 1.80  0.12
H 4.28 4.88 -2.34  0.11
H 2.38 3.32 -2.49  0.11
C 7.55 7.59 2.67  -0.08
C 7.04 8.87 2.47  -0.06
C 6.64 9.63 3.56  -0.01
C 6.75 9.10 4.83  -0.15
C 7.24 7.83 5.05  -0.01
C 7.64 7.07 3.96  -0.06
N 6.34 9.92 5.98  -0.36
O 5.89 11.03 5.76  0.07
O 6.48 9.44 7.09  0.07
H 7.87 7.00 1.83  0.09
H 6.97 9.27 1.47  0.11
H 6.24 10.63 3.40  0.12
H 7.32 7.42 6.04  0.12
H 8.03 6.07 4.11  0.11
C -8.32 1.24 0.33  -0.08
C -7.24 0.72 1.04  -0.06
C -7.27 -0.60 1.47  0.01
C -8.37 -1.38 1.17  -0.14
C -9.45 -0.87 0.47  -0.01
C -9.42 0.45 0.05  -0.08
N -8.38 -2.78 1.60  -0.35
O -7.42 -3.16 2.23  0.07
O -9.34 -3.47 1.30  0.06
H -8.29 2.27 0.00  0.10
H -6.39 1.34 1.27  0.11
H -6.43 -1.01 2.02  0.09
H -10.31 -1.49 0.24  0.11
H -10.26 0.86 -0.50  0.10

Properties
- Total charge: -1
- DFT total energy: -112383.2810 eV
- Spin multiplicity: 1
- Frontier orbital gap: 6.26 eV
- Maximum force: 1.99 eV/A
- Energy above the lowest of the compared OMol25 structures with the same formula, charge and spin: 0.000 eV

---

Entry 2:
Formula: C44H37Br6N7O14
Source: the OMol25 dataset
Level of theory: the ωB97M-V functional and the def2-TZVPD basis

Each line ends with the Löwdin charge.
Geometry (Å):
C 13.49 -9.41 -2.35  0.02
C 13.56 -8.96 -3.69  0.07
C 14.81 -8.74 -4.23  0.07
C 15.95 -9.12 -3.50  -0.08
C 15.85 -9.62 -2.22  0.11
C 14.60 -9.77 -1.63  0.07
N 17.33 -9.07 -4.05  -0.31
O 18.25 -9.56 -3.41  0.11
O 17.50 -8.42 -5.09  0.09
H 12.47 -9.55 -2.04  0.13
H 12.66 -8.63 -4.18  0.15
H 14.84 -8.46 -5.27  0.14
H 16.75 -10.00 -1.76  0.12
H 14.59 -10.15 -0.62  0.12
C 21.09 -5.12 1.90  -0.08
C 20.90 -6.30 2.51  -0.03
C 20.00 -7.23 1.93  -0.01
C 19.24 -6.91 0.85  -0.16
C 19.41 -5.64 0.22  0.03
C 20.41 -4.79 0.76  -0.06
N 18.23 -7.86 0.41  -0.29
O 17.36 -7.48 -0.42  0.02
O 18.33 -9.03 0.80  0.08
H 21.72 -4.36 2.34  0.10
H 21.40 -6.42 3.47  0.09
H 19.88 -8.14 2.49  0.10
H 18.78 -5.35 -0.62  0.02
H 20.66 -3.86 0.27  0.07
C 22.16 -9.85 2.94  -0.09
C 23.48 -9.94 3.26  -0.06
C 23.82 -10.17 4.60  -0.01
C 22.85 -10.54 5.48  -0.14
C 21.50 -10.61 5.09  0.00
C 21.17 -10.17 3.84  -0.09
N 23.21 -10.87 6.90  -0.30
O 22.29 -11.27 7.64  0.06
O 24.36 -10.64 7.30  0.05
H 21.94 -9.63 1.91  0.11
H 24.29 -9.72 2.58  0.11
H 24.86 -10.28 4.89  0.13
H 20.74 -10.89 5.80  0.12
H 20.14 -10.07 3.56  0.10
C 24.89 -6.21 9.18  -0.08
C 24.63 -7.06 8.18  -0.07
C 23.61 -6.74 7.28  0.00
C 23.00 -5.47 7.28  -0.13
C 23.46 -4.52 8.17  -0.01
C 24.43 -4.89 9.12  -0.05
N 21.84 -5.22 6.33  -0.32
O 21.39 -4.09 6.12  0.06
O 21.44 -6.20 5.73  0.03
H 25.73 -6.32 9.85  0.11
H 25.08 -8.04 8.09  0.11
H 23.36 -7.43 6.48  0.10
H 23.16 -3.48 8.20  0.12
H 24.73 -4.10 9.79  0.11
C 17.97 -6.58 4.63  -0.08
C 17.44 -6.27 3.39  -0.07
C 16.43 -7.09 2.82  0.01
C 16.08 -8.29 3.48  -0.14
C 16.75 -8.62 4.67  0.01
C 17.59 -7.70 5.33  -0.03
N 15.11 -9.22 2.87  -0.30
O 14.85 -10.24 3.60  0.04
O 14.76 -9.01 1.73  0.07
H 18.71 -5.90 5.02  0.10
H 17.73 -5.35 2.91  0.11
H 16.00 -6.77 1.88  0.11
H 16.63 -9.64 5.00  0.11
H 18.10 -8.03 6.23  0.11
C 26.19 -4.15 0.02  -0.08
C 25.07 -3.72 0.69  -0.04
C 24.73 -4.41 1.89  0.00
C 25.43 -5.53 2.34  -0.14
C 26.55 -5.97 1.64  0.01
C 26.88 -5.24 0.50  -0.07
N 24.94 -6.21 3.54  -0.30
O 25.29 -7.40 3.66  0.06
O 24.27 -5.58 4.36  0.08
H 26.59 -3.64 -0.84  0.11
H 24.44 -2.89 0.41  0.11
H 23.85 -4.05 2.40  0.09
H 27.24 -6.76 1.92  0.12
H 27.81 -5.44 -0.02  0.11
C 19.35 -13.62 4.13  -0.06
C 20.00 -13.31 2.95  -0.10
C 19.33 -12.73 1.90  -0.01
C 17.91 -12.54 1.98  -0.09
C 17.19 -12.83 3.22  0.02
C 17.94 -13.46 4.26  -0.04
N 17.16 -12.03 0.79  -0.36
O 17.82 -11.73 -0.16  0.06
O 15.95 -12.01 0.88  0.07
H 19.92 -13.97 4.97  0.11
H 21.07 -13.46 2.91  0.11
H 19.85 -12.56 0.97  0.12
H 16.14 -12.62 3.25  0.10
H 17.34 -13.75 5.11  0.10
C 18.94 -1.33 1.03  -1.47
Br 20.66 -0.66 1.71  0.54
Br 19.02 -1.63 -0.94  0.50
Br 17.61 0.10 1.46  0.53
H 18.49 -2.23 1.46  -0.03
C 15.63 -5.20 -2.93  -1.47
Br 15.72 -5.15 -4.95  0.54
Br 13.90 -4.62 -2.16  0.56
Br 17.13 -4.10 -2.27  0.56
H 15.85 -6.24 -2.66  -0.06

Properties
- Total charge: +1
- DFT total energy: -505548.0308 eV
- Spin multiplicity: 2
- Frontier orbital gap (spin up / spin down): 6.74 / 2.61 eV
- Maximum force: 3.85 eV/A

---

Entry 3:
Formula: C44H37ClF3N6O5PRu
Source: the OMol25 dataset
Level of theory: the ωB97M-V functional and the def2-TZVPD basis

Each line ends with the Löwdin charge.
Geometry (Å):
Ru 0.15 0.06 0.00  1.35
C -3.22 -0.47 5.17  -0.05
C -3.28 -1.69 4.30  -0.29
C -4.14 -2.73 4.67  -0.06
C -4.25 -3.89 3.92  -0.09
C -3.49 -4.04 2.77  -0.08
C -2.64 -3.02 2.38  -0.09
C -2.52 -1.85 3.13  -0.33
P -1.31 -0.66 2.41  1.12
C -1.96 0.99 2.72  -0.23
C -1.07 2.15 3.13  -0.19
C -1.61 3.56 2.77  -0.21
C -3.07 3.64 2.58  -0.02
C -3.84 2.50 2.22  -0.07
C -3.36 1.24 2.25  -0.26
C -4.27 0.12 1.85  -0.05
C 0.17 -1.02 3.42  -0.30
C 0.09 -1.46 4.75  -0.08
C 1.20 -1.93 5.42  -0.09
C 2.42 -1.98 4.75  -0.09
C 2.51 -1.55 3.44  -0.04
C 1.40 -1.06 2.74  -0.30
C 1.63 -0.54 1.34  -0.26
H -3.47 -0.73 6.20  0.08
H -3.93 0.29 4.84  0.08
H -2.24 0.00 5.17  0.06
H -4.72 -2.62 5.58  0.11
H -4.92 -4.67 4.23  0.10
H -3.56 -4.94 2.17  0.10
H -2.06 -3.11 1.46  0.11
H -0.90 2.10 4.21  0.15
H -1.31 4.24 3.57  0.14
H -3.54 4.62 2.62  0.10
H -4.87 2.66 1.90  0.11
H -5.00 0.49 1.13  0.09
H -4.80 -0.28 2.72  0.09
H -3.74 -0.71 1.38  0.05
H -0.87 -1.47 5.25  0.08
H 1.12 -2.27 6.44  0.10
H 3.30 -2.37 5.25  0.10
H 3.46 -1.60 2.91  0.12
H 2.25 -1.26 0.81  0.05
H 2.24 0.37 1.41  0.07
N -1.03 3.15 -0.73  0.19
C -0.60 2.95 0.53  -0.26
C -0.77 4.08 1.52  -0.14
C 0.61 4.36 2.07  -0.03
C 1.15 3.27 2.59  -0.01
C 0.31 2.04 2.41  -0.26
N -0.05 1.88 0.98  0.00
C -0.79 2.43 -1.91  -0.29
C -1.07 3.08 -3.11  0.01
C -0.83 2.42 -4.29  -0.05
C -0.32 1.13 -4.24  -0.05
C -0.07 0.57 -3.01  -0.10
N -0.31 1.21 -1.86  0.04
H -1.50 4.03 -0.88  0.14
H -1.25 4.95 1.07  0.14
H 1.06 5.34 2.02  0.11
H 2.13 3.22 3.05  0.12
H 0.84 1.17 2.74  0.09
H -1.47 4.09 -3.10  0.11
H -1.04 2.90 -5.24  0.11
H -0.11 0.57 -5.14  0.11
H 0.34 -0.43 -2.91  0.10
C -1.48 -3.11 -4.52  -0.02
C -2.10 -1.84 -5.02  -0.20
C -1.86 -1.35 -6.29  -0.08
C -2.43 -0.16 -6.71  -0.69
Cl -2.11 0.43 -8.33  0.62
C -3.23 0.58 -5.86  -0.13
C -3.47 0.11 -4.57  -0.01
C -2.94 -1.10 -4.16  -0.24
O -3.15 -1.67 -2.96  -0.02
C -3.90 -0.95 -1.98  -0.09
C -3.02 0.12 -1.32  -0.64
O -3.27 1.32 -1.53  0.00
O -2.12 -0.37 -0.58  -0.16
H -0.77 -3.50 -5.25  0.08
H -2.24 -3.87 -4.34  0.09
H -0.97 -2.96 -3.57  0.07
H -1.22 -1.91 -6.97  0.11
H -3.64 1.52 -6.19  0.10
H -4.03 0.73 -3.88  0.11
H -4.19 -1.70 -1.24  0.13
H -4.80 -0.52 -2.42  0.12
N 2.25 -5.76 -0.45  0.06
C 1.56 -4.95 -0.91  -0.43
N 0.74 -4.10 -1.50  0.06
C 0.58 -2.89 -1.10  -0.32
N 0.31 -1.78 -0.86  0.03
F 4.46 2.94 -2.30  0.12
C 3.71 1.84 -2.49  -0.54
F 3.08 2.00 -3.69  0.12
F 4.56 0.81 -2.63  0.13
C 2.65 1.63 -1.37  -0.60
O 2.24 2.66 -0.83  0.03
O 2.29 0.43 -1.24  -0.07

Properties
- Total charge: -1
- DFT total energy: -97952.5524 eV
- Spin multiplicity: 6
- Frontier orbital gap (spin up / spin down): 6.21 / 6.31 eV
- Maximum force: 0.57 eV/A
- Energy above the lowest of the compared OMol25 structures with the same formula, charge and spin: 2.467 eV

---

Entry 4:
Formula: C44H38BrCl3N8O6S2Tl
Source: the OMol25 dataset
Level of theory: the ωB97M-V functional and the def2-TZVPD basis

Each line ends with the Löwdin charge.
Geometry (Å):
Tl -0.28 0.39 0.97  1.09
C 2.46 -0.65 -1.25  -0.05
O 1.21 0.01 -1.42  -0.21
C 1.01 0.68 -2.58  -0.22
C 1.93 0.74 -3.61  -0.05
C 1.66 1.52 -4.72  -0.69
Br 2.93 1.60 -6.12  0.76
C 0.50 2.24 -4.82  -0.08
C -0.45 2.17 -3.78  -0.07
C -0.21 1.37 -2.67  -0.20
O -1.09 1.24 -1.66  -0.04
C -1.68 2.97 -3.83  -0.24
N -2.61 2.91 -2.91  0.16
C -3.57 3.84 -3.29  -0.20
C -4.77 4.20 -2.67  -0.02
C -5.54 5.17 -3.28  -0.08
C -5.13 5.78 -4.48  -0.09
C -3.95 5.43 -5.10  -0.02
C -3.19 4.45 -4.48  -0.18
N -1.97 3.87 -4.80  0.18
H 3.29 0.05 -1.40  0.10
H 2.54 -1.49 -1.93  0.11
H 2.48 -0.99 -0.22  0.08
H 2.87 0.20 -3.55  0.10
H 0.32 2.85 -5.70  0.10
H -1.84 1.87 -1.85  0.07
H -5.07 3.74 -1.74  0.06
H -6.47 5.48 -2.83  0.10
H -5.76 6.54 -4.93  0.10
H -3.63 5.91 -6.02  0.11
H -1.40 4.11 -5.59  0.15
C -5.23 -4.27 -4.03  0.00
C -3.76 -4.02 -4.11  -0.26
C -2.97 -4.35 -5.16  0.03
C -1.60 -4.02 -5.08  -0.29
N -1.06 -3.43 -4.03  0.11
C -1.83 -3.12 -2.97  -0.76
S -1.20 -2.38 -1.58  0.71
N -3.17 -3.40 -3.05  0.11
C -0.67 -4.31 -6.22  -0.01
H -5.59 -4.74 -4.93  0.09
H -5.77 -3.33 -3.89  0.10
H -5.45 -4.92 -3.18  0.10
H -3.38 -4.84 -6.03  0.13
H -3.74 -3.13 -2.26  0.14
H -1.18 -4.81 -7.05  0.08
H 0.15 -4.94 -5.87  0.09
H -0.23 -3.38 -6.57  0.10
N 0.30 -4.30 0.96  0.21
C 0.36 -3.38 1.94  -0.50
O -0.20 -2.30 1.91  -0.06
C 1.18 -3.73 3.15  -0.07
C 1.63 -5.05 3.37  -0.17
N 1.95 -6.16 3.47  0.22
C 1.46 -2.72 4.08  -0.15
N 1.69 -1.88 4.84  0.24
H -0.08 -3.98 0.08  0.03
H 0.87 -5.13 0.98  0.11
Cl -5.00 3.17 0.96  0.60
C -3.43 3.80 1.58  -1.47
Cl -3.07 5.32 0.79  0.63
Cl -3.58 4.05 3.33  0.62
C -2.33 2.70 1.32  -0.86
O -2.66 1.56 1.74  -0.21
O -1.30 3.04 0.74  -0.08
O 2.25 0.50 1.87  -0.64
S 2.99 1.79 2.15  1.04
C 3.12 2.67 0.60  -0.39
C 4.38 2.81 0.06  -0.08
C 4.53 3.42 -1.18  -0.07
C 3.41 3.89 -1.85  -0.06
C 2.14 3.75 -1.29  -0.05
C 1.98 3.14 -0.06  -0.07
C 1.78 2.83 2.96  -0.38
C 0.78 2.18 3.66  -0.10
C -0.20 2.93 4.30  -0.07
C -0.16 4.32 4.24  -0.08
C 0.87 4.96 3.56  -0.05
C 1.85 4.21 2.91  -0.07
H 5.25 2.44 0.60  0.11
H 5.51 3.54 -1.61  0.11
H 3.52 4.37 -2.82  0.11
H 1.27 4.13 -1.81  0.12
H 1.00 3.06 0.39  0.09
H 0.76 1.10 3.70  0.09
H -1.00 2.44 4.83  0.11
H -0.92 4.91 4.73  0.10
H 0.90 6.04 3.51  0.11
H 2.64 4.71 2.37  0.12
N -3.47 -0.72 0.28  0.24
C -3.78 -1.24 1.46  -0.26
C -4.54 -0.47 2.41  0.03
C -4.84 -1.04 3.62  -0.03
C -4.43 -2.35 3.91  0.00
C -3.72 -3.12 2.96  -0.04
C -3.40 -2.59 1.75  0.01
H -3.53 0.30 0.20  0.11
H -2.77 -1.20 -0.31  0.00
H -4.82 0.54 2.18  0.09
H -5.39 -0.47 4.36  0.12
H -4.67 -2.78 4.87  0.12
H -3.43 -4.13 3.20  0.12
H -2.83 -3.14 1.02  0.10

Properties
- Total charge: +1
- DFT total energy: -204419.1730 eV
- Spin multiplicity: 1
- Frontier orbital gap (spin up / spin down): 4.83 / 4.68 eV
- Maximum force: 0.72 eV/A
- Energy above the lowest of the compared OMol25 structures with the same formula, charge and spin: 0.422 eV